{
  "formula": "C15H34NO2OsP2Si",
  "method": "wB97M-V/def2-TZVPD",
  "symbols": ["Os", "P", "C", "C", "N", "C", "C", "C", "C", "C", "P", "H", "H", "H", "H", "H", "H", "H", "H", "O", "H", "H", "O", "H", "C", "H", "H", "H", "C", "H", "H", "H", "C", "H", "H", "H", "C", "H", "H", "H", "C", "Si", "C", "C", "C", "H", "H", "H", "H", "H", "H", "H", "H", "H", "H", "H"],
  "positions_angstrom": [[0.039, 0.387, 0.170], [-2.084, 0.289, -0.733], [-1.544, 0.749, -2.422], [-0.402, 1.503, -2.613], [0.465, 1.556, -1.522], [1.714, 2.016, -1.663], [2.012, 2.834, -2.743], [1.179, 2.891, -3.875], [0.044, 2.086, -3.861], [2.685, 1.776, -0.529], [2.364, 0.151, 0.339], [-0.574, 1.844, -4.724], [2.951, 3.356, -2.635], [1.477, 3.471, -4.767], [3.726, 1.773, -0.876], [2.579, 2.540, 0.252], [-1.467, -2.367, -4.214], [-2.146, 0.599, -3.346], [1.186, -4.441, -1.845], [-1.157, -3.146, -4.677], [-0.155, -3.042, -4.694], [1.045, -0.287, -0.775], [1.081, -4.928, -1.011], [0.515, -4.242, -0.559], [3.296, -1.043, -0.735], [4.316, -0.694, -0.921], [3.396, -2.033, -0.276], [2.808, -1.139, -1.713], [3.315, 0.105, 1.871], [3.128, -0.868, 2.348], [4.385, 0.203, 1.625], [2.977, 0.934, 2.506], [-3.193, 1.724, -0.292], [-3.875, 1.883, -1.139], [-3.778, 1.658, 0.638], [-2.514, 2.581, -0.178], [-3.115, -1.237, -0.765], [-3.350, -1.578, 0.253], [-4.084, -1.107, -1.272], [-2.563, -2.055, -1.255], [0.410, 0.724, 3.870], [-0.986, -0.316, 3.155], [-1.624, -1.603, 4.393], [-2.424, 0.826, 2.742], [-0.279, -1.101, 1.488], [0.174, 1.232, 4.818], [0.638, 1.505, 3.127], [1.317, 0.123, 4.025], [-2.002, -1.270, 5.365], [-2.466, -2.197, 4.024], [-0.890, -2.359, 4.683], [-2.014, 1.641, 2.124], [-3.188, 0.281, 2.167], [-2.906, 1.280, 3.621], [0.633, -1.644, 1.844], [-1.075, -1.825, 1.182]],
  "atomic_forces_ev_per_a": [[-0.0254, 0.8829, 3.4500], [-3.3022, -0.0862, -2.2396], [-1.2716, -0.1093, -1.0312], [1.6930, 0.3020, -0.2754], [0.2376, -0.1470, -0.5565], [-0.6011, 0.9265, 0.3225], [0.3743, -0.0306, -0.2787], [0.3437, -0.2459, 0.1275], [-0.9022, -0.4845, 1.0244], [-0.2147, -0.1041, 0.4108], [3.8778, -0.0323, -1.3660], [0.2020, 0.5180, -0.0259], [0.1406, 0.2139, -0.6287], [-0.2437, -0.4173, 0.5959], [-0.1959, 0.0797, 0.0833], [0.0882, 0.1708, -0.2240], [-0.1463, 0.1852, -0.0347], [0.0378, -0.0965, 0.9905], [0.3052, -0.7947, -0.2288], [2.1297, 0.1469, 0.1826], [-1.9588, -0.3166, -0.1706], [-0.5566, -1.6904, -1.0264], [-0.9461, 2.2714, 0.3288], [0.6248, -1.4742, -0.1171], [-0.5740, -0.1202, -0.0898], [-0.1534, 0.3237, 0.2566], [-0.3175, 0.1264, 0.0079], [0.0563, -0.0986, 0.1620], [-0.6550, 0.2571, 0.5425], [0.1531, 0.3331, 0.0151], [-0.3730, -0.0222, -0.0910], [0.2867, -0.3255, 0.1022], [0.4431, 0.2934, 0.1727], [0.2672, -0.0794, 0.0711], [0.3478, -0.4421, -0.4317], [-0.3641, 0.0066, -0.2119], [0.3807, -0.3783, 0.0261], [0.1816, 0.3086, -0.1108], [0.4292, 0.3471, -0.0173], [-0.1345, 0.2868, 0.0580], [0.2007, -0.3298, -0.5786], [-1.1104, 0.8143, 2.8864], [0.1983, -1.1644, -0.4266], [0.4413, -0.2823, -0.6028], [0.2488, -1.0509, -0.3354], [-0.1448, -0.2339, -0.3239], [0.1566, 0.1637, 0.1466], [-0.1882, 0.1682, 0.0758], [0.2207, 0.9338, -0.2583], [0.0317, 0.1264, -0.3855], [0.2536, 0.0852, -0.2356], [-0.3220, 0.1316, 0.0766], [0.0935, 0.2285, 0.2359], [0.3046, -0.2674, -0.1669], [-0.7989, 0.0331, 0.0016], [0.7500, 0.1597, 0.1160]],
  "mulliken_charge": [0.818, 0.364, -1.037, 1.058, -0.389, 0.885, -0.703, -0.549, -0.878, -1.152, 0.325, 0.458, 0.514, 0.475, 0.622, 0.459, 0.278, 0.491, 0.308, -0.582, 0.315, 0.039, -0.566, 0.262, -1.258, 0.463, 0.438, 0.394, -1.009, 0.416, 0.494, 0.364, -1.262, 0.456, 0.375, 0.432, -1.144, 0.377, 0.468, 0.414, -0.877, -0.190, -1.079, -0.791, -0.613, 0.453, 0.284, 0.325, 0.390, 0.387, 0.398, 0.289, 0.276, 0.460, 0.549, 0.507],
  "homo_lumo_gap_ev": [6.92, 4.47],
  "homo_energy_ha": [-0.672, -0.676],
  "e_above_lowest_kcal_mol": 42.71,
  "total_charge": 3,
  "multiplicity": 5
}

=====

{
  "formula": "C15H35Cl3N5O5Zr",
  "method": "wB97M-V/def2-TZVPD",
  "symbols": ["Zr", "Cl", "Cl", "Cl", "C", "C", "O", "N", "C", "H", "H", "H", "H", "H", "H", "H", "C", "C", "O", "N", "C", "H", "H", "H", "H", "H", "H", "H", "C", "C", "O", "N", "C", "H", "H", "H", "H", "H", "H", "H", "C", "C", "O", "N", "C", "H", "H", "H", "H", "H", "H", "H", "C", "C", "O", "N", "C", "H", "H", "H", "H", "H", "H", "H"],
  "positions_angstrom": [[-1.360, -0.832, 0.763], [-2.317, 1.014, 4.674], [-2.045, -0.934, -3.654], [-1.866, -5.191, 1.578], [-8.383, -2.099, 1.483], [-7.807, -1.576, 0.227], [-6.578, -1.371, 0.280], [-8.543, -1.361, -0.819], [-8.179, -0.827, -2.087], [-7.775, -2.945, 1.803], [-9.360, -2.489, 1.198], [-8.416, -1.305, 2.229], [-9.523, -1.527, -0.642], [-7.511, 0.031, -2.011], [-8.949, -0.738, -2.854], [-7.647, -1.657, -2.552], [3.607, -2.373, 6.257], [3.711, -2.831, 4.858], [2.931, -2.433, 3.953], [4.502, -3.916, 4.716], [5.064, -4.508, 3.441], [3.365, -1.329, 6.457], [4.501, -2.578, 6.845], [2.881, -3.040, 6.721], [4.837, -4.203, 5.624], [5.504, -5.468, 3.714], [5.630, -3.712, 2.959], [4.289, -4.716, 2.703], [5.072, -2.491, -3.659], [3.819, -3.430, -3.194], [3.001, -3.048, -2.347], [3.761, -4.557, -3.882], [2.772, -5.652, -3.781], [5.773, -2.757, -2.868], [4.781, -1.441, -3.697], [5.559, -2.840, -4.569], [4.279, -4.635, -4.745], [2.305, -5.773, -4.759], [2.029, -5.568, -2.989], [3.291, -6.578, -3.535], [-5.342, 5.314, -0.606], [-3.998, 4.946, -1.294], [-3.332, 3.964, -0.943], [-3.692, 5.602, -2.385], [-2.435, 5.441, -3.113], [-5.260, 5.155, 0.469], [-6.059, 4.579, -0.972], [-5.789, 6.294, -0.778], [-4.387, 6.177, -2.839], [-2.068, 6.357, -3.578], [-2.600, 4.766, -3.953], [-1.594, 5.258, -2.444], [4.111, 3.926, 2.120], [3.712, 3.571, 0.666], [2.732, 2.794, 0.494], [4.558, 3.999, -0.313], [5.707, 4.819, -0.134], [3.305, 3.720, 2.824], [4.178, 5.008, 2.231], [5.007, 3.371, 2.400], [4.345, 3.745, -1.267], [5.347, 5.819, -0.373], [6.410, 4.476, -0.892], [6.141, 4.582, 0.838]],
  "atomic_forces_ev_per_a": [[-0.2231, -0.2990, 0.0825], [0.1536, -0.3652, -0.7384], [0.0877, -0.0168, 0.7767], [0.0696, 0.8388, -0.1760], [-1.1785, -0.7328, -0.3921], [3.8992, 0.3356, 1.4928], [-0.1906, 0.2625, -0.8666], [-3.4407, 0.3022, -0.1819], [1.6611, -1.1826, -1.3373], [0.0132, 0.2651, 0.1657], [-0.3979, 0.0167, 0.7859], [-0.1246, -0.2291, -0.0088], [0.0152, 0.0717, -0.2688], [-0.2808, 0.0156, -0.0548], [-0.6768, 0.6262, 0.9342], [0.8835, 0.2580, -0.2527], [0.2536, 0.0823, 1.6560], [-2.3441, -0.2473, -2.6354], [1.8630, -0.1359, 1.2904], [0.6031, -0.2396, -0.4884], [-1.6395, 0.9479, 1.0406], [-0.3061, -0.1881, -0.5466], [0.3179, 0.0715, -0.2171], [-0.4672, 0.2977, 0.0543], [0.6331, -0.4082, -0.5765], [0.5822, 0.4984, -0.2379], [0.8205, -0.5632, 0.1901], [-0.4329, -0.0750, 0.3936], [-1.3836, -1.9085, 1.1196], [0.0755, 3.1411, -0.3227], [1.1896, -0.7757, -0.6581], [-0.7474, -1.9460, -0.6874], [0.3914, -0.1104, 0.2437], [0.2490, 0.7556, 0.1556], [0.1461, -0.2578, 0.1911], [-0.3734, 0.1199, -0.1869], [0.3013, 0.2964, 0.4309], [-0.2178, 0.0083, 0.1809], [0.0942, 0.7470, -0.2138], [0.1907, -0.0376, -0.1945], [0.4340, -0.6367, -0.0878], [-0.9756, -1.9126, 1.3277], [-0.3189, 0.8077, 0.5867], [0.8297, 2.0496, -1.9649], [0.0272, 0.4033, -0.2896], [0.1654, 0.0009, -0.1061], [-0.0743, -0.0947, 0.0285], [0.4891, 0.1075, -0.2443], [0.1132, 0.1418, 0.4249], [-0.7918, 0.5175, 0.0077], [0.5771, -0.5371, 0.3528], [-0.4230, -0.9845, 0.0171], [-0.8845, 0.5599, -0.6549], [-1.1964, -2.0402, 0.8837], [1.9138, 1.8626, -0.3988], [-1.8735, -1.4824, 0.2607], [0.0697, -0.3161, -0.5810], [-0.0428, -0.6893, -0.3925], [0.8405, 0.0682, -0.1069], [0.0668, 0.3425, 0.0905], [-0.3344, -0.1861, 0.2475], [1.0059, 0.5095, 0.6673], [0.2822, 0.3981, 0.0622], [0.0313, 0.8715, -0.0726]],
  "mulliken_charge": [1.721, -0.334, -0.318, -0.305, -0.902, 0.715, -0.638, -0.157, -0.870, 0.277, 0.311, 0.243, 0.221, 0.271, 0.349, 0.315, -1.131, 0.745, -0.653, -0.189, -0.757, 0.311, 0.349, 0.292, 0.215, 0.325, 0.256, 0.281, -0.926, 0.639, -0.650, -0.193, -0.837, 0.270, 0.283, 0.309, 0.245, 0.299, 0.310, 0.294, -1.010, 0.676, -0.651, -0.181, -0.862, 0.296, 0.266, 0.331, 0.229, 0.337, 0.293, 0.294, -1.139, 0.659, -0.683, -0.136, -0.819, 0.279, 0.383, 0.301, 0.251, 0.275, 0.316, 0.310],
  "homo_lumo_gap_ev": 1.86,
  "homo_energy_ha": -0.417,
  "e_above_lowest_kcal_mol": 646.43,
  "total_charge": 1
}

=====

{
  "formula": "C15H35CrF3N4O15PS3",
  "method": "wB97M-V/def2-TZVPD",
  "symbols": ["Cr", "S", "O", "O", "O", "O", "S", "O", "O", "O", "O", "C", "F", "F", "F", "S", "O", "O", "O", "O", "P", "N", "C", "C", "N", "C", "C", "N", "C", "C", "H", "H", "H", "H", "H", "H", "H", "H", "H", "H", "H", "H", "H", "H", "H", "H", "H", "H", "O", "C", "O", "C", "C", "C", "H", "H", "H", "H", "H", "H", "C", "C", "C", "O", "C", "N", "H", "H", "H", "H", "H", "H", "H", "H", "H", "H", "H"],
  "positions_angstrom": [[-1.305, -0.889, 0.175], [-2.356, -0.543, 3.296], [-1.782, 0.461, 4.265], [-2.426, -1.847, 3.870], [-3.685, -0.157, 2.702], [-1.414, -0.698, 2.227], [-4.207, -2.577, -0.275], [-4.831, -2.408, -1.590], [-4.578, -3.866, 0.188], [-2.769, -2.291, -0.124], [-4.866, -1.584, 0.587], [-3.220, 3.343, -0.782], [-4.131, 4.093, -1.477], [-2.162, 3.290, -1.613], [-2.928, 3.784, 0.463], [-3.821, 1.483, -0.586], [-4.852, 1.427, 0.530], [-4.427, 1.095, -1.841], [-2.558, 0.716, -0.353], [0.165, 0.638, 0.352], [1.225, 1.646, 0.472], [2.806, 1.061, 1.087], [2.871, 0.534, 2.475], [3.784, 0.556, 0.182], [0.774, 2.947, 1.536], [-0.471, 2.868, 2.213], [1.621, 3.900, 2.161], [1.550, 2.547, -0.987], [1.995, 4.007, -1.083], [1.405, 1.853, -2.315], [3.820, 0.304, 2.958], [2.325, -0.409, 2.516], [2.350, 1.264, 3.096], [4.628, 1.217, 0.377], [3.437, 0.454, -0.847], [4.030, -0.473, 0.444], [-1.247, 2.433, 1.583], [-0.410, 2.375, 3.184], [-0.847, 3.866, 2.441], [1.540, 3.605, 3.207], [2.651, 3.804, 1.818], [1.229, 4.907, 2.017], [1.342, 4.525, -0.380], [3.029, 4.302, -0.904], [1.703, 4.435, -2.042], [1.480, 0.765, -2.301], [2.003, 2.345, -3.082], [0.397, 2.091, -2.654], [-0.515, -0.943, -1.828], [-0.818, -1.019, -2.987], [0.071, -1.354, -3.976], [-0.561, -1.298, -5.293], [-1.880, -0.596, -4.999], [-2.204, -0.943, -3.581], [-0.744, -2.238, -5.813], [0.092, -0.653, -5.880], [-2.665, -0.721, -5.745], [-1.765, 0.488, -5.000], [-2.770, -1.872, -3.518], [-2.613, -0.102, -3.021], [0.028, -4.381, 0.066], [0.511, -3.418, 1.125], [1.999, -3.563, 1.661], [2.230, -2.915, 2.860], [3.611, -2.752, 3.181], [0.587, -2.063, 0.572], [-1.020, -4.268, -0.210], [0.017, -5.387, 0.485], [0.569, -4.332, -0.879], [-0.152, -3.333, 1.986], [2.706, -3.230, 0.901], [2.160, -4.637, 1.756], [4.105, -2.253, 2.348], [4.172, -3.668, 3.367], [3.708, -2.061, 4.018], [1.004, -1.647, 1.392], [1.272, -2.035, -0.171]],
  "atomic_forces_ev_per_a": [[-1.9435, -0.6326, 1.8516], [-5.5055, 2.3388, 1.6212], [-0.1402, -0.0204, -0.3909], [-0.1526, -2.8340, 2.4643], [2.4667, 0.4370, 1.7159], [4.6151, 0.1772, -5.4101], [-5.7335, 4.3171, 2.5217], [1.6276, -0.0525, -3.0587], [0.8655, -4.5912, 0.9191], [3.7495, -0.5295, -1.4627], [0.2682, 0.1188, -0.1598], [-1.3348, -3.3473, -0.3104], [0.5329, 0.2839, 1.4232], [0.8256, 0.8757, 0.6331], [0.0033, 0.9570, -1.7104], [-3.5175, -3.0522, 3.7117], [3.6302, 1.7431, -3.0385], [0.6747, 1.2003, -1.1187], [-1.2993, 2.8308, -0.5575], [1.3597, 0.8552, -0.4927], [1.1152, 2.9746, 1.3224], [-2.3863, 1.1482, 0.1030], [-1.7119, 0.1455, -0.5838], [0.1277, -0.3949, 0.3761], [1.0492, -1.9796, -2.5316], [-1.8794, -0.2006, 0.4282], [0.5476, -0.9029, 0.2669], [1.4317, -0.6417, -0.3544], [-1.9195, -1.2880, 0.7097], [-1.0351, 1.2629, 0.7041], [0.6490, 0.5715, -0.7871], [-0.2411, -0.0354, 0.2724], [-0.0873, -0.2196, 0.2269], [0.7685, -0.3538, -1.0153], [0.1700, 0.7160, -0.0943], [0.3218, -0.2258, 0.1892], [0.1189, -0.5007, 0.3663], [-0.1598, -0.5835, -0.0216], [0.1275, 0.4493, -0.2066], [0.5811, 0.7162, 0.6180], [0.0863, 0.1824, 0.0363], [0.1089, 0.2385, 0.0349], [0.2798, 0.1805, 0.2134], [0.2883, -0.6787, 0.1741], [-0.0190, -0.4665, -0.2735], [0.3206, 0.1455, 0.2067], [0.7208, -0.3535, 0.2208], [-0.3877, -0.3409, -0.0571], [0.9673, 0.0260, -1.0548], [-1.4605, -1.8575, -0.1622], [0.4913, -0.2199, -0.3033], [-0.2715, 1.4078, 0.7065], [-0.4331, 1.3407, -0.8176], [0.5999, 0.6457, 0.5412], [0.4884, -0.4427, 0.6203], [0.0705, -0.2796, -0.2521], [-0.0352, -0.6665, 0.1090], [0.5330, 0.2148, -0.2101], [-0.0936, 0.0567, 0.8908], [-1.1321, -0.3938, -0.0051], [-0.2975, -0.9100, 0.5261], [1.5251, 1.2909, -0.2579], [-1.1324, -2.7268, -1.0081], [0.6324, 0.6006, 1.1903], [-0.6644, 0.5893, -0.6822], [-0.4213, -0.0702, 0.6500], [-0.1740, 0.8487, 0.3160], [0.4768, -0.3532, -0.1841], [0.4690, -0.0604, 0.0849], [-0.2506, -0.2687, 0.0287], [0.0712, 0.2616, -0.3523], [0.4382, -0.5551, 0.3788], [0.2113, 0.0631, -0.3279], [-0.3005, -0.4100, 0.1591], [-0.2962, -0.2668, 0.1956], [-0.1775, 1.5088, -0.1874], [0.1878, -0.0135, -0.2873]],
  "mulliken_charge": [-0.071, 1.177, -0.831, -0.786, -0.652, -1.466, 1.356, -0.820, -0.799, -0.287, -0.751, 0.544, -0.263, -0.265, -0.191, 1.108, -0.614, -0.733, -0.525, 2.548, -1.232, 0.490, -0.607, -1.039, 0.598, -0.824, -1.477, 0.476, -1.221, -1.065, 0.420, 0.057, 0.089, 0.350, 0.258, 0.187, -0.203, 0.380, 0.353, 0.539, 0.311, 0.358, 0.396, 0.234, 0.431, 0.192, 0.477, 0.334, -0.134, 0.108, -0.450, -0.456, -0.805, 0.573, 0.308, 0.319, 0.437, 0.253, 0.334, -0.499, -1.521, 0.502, -0.723, -0.218, -0.776, 0.677, 0.223, 0.444, 0.261, 0.326, 0.211, 0.363, 0.273, 0.355, 0.269, -0.598, 0.004],
  "homo_lumo_gap_ev": [2.28, 2.27],
  "homo_energy_ha": [0.110, 0.110],
  "total_charge": -3,
  "multiplicity": 5
}